{"formula": "C53H40Cl3CrN2O3P2S2", "method": "ωB97M-V/def2-TZVPD", "multiplicity": 4, "charge": 0, "e_homo_ev": [-7.57, -7.67], "e_lumo_ev": [-1.13, -1.32], "max_force_ev_per_a": 1.83, "symbols": ["Cr", "C", "O", "C", "C", "C", "C", "C", "C", "N", "N", "C", "C", "O", "C", "C", "C", "C", "C", "C", "C", "C", "H", "H", "H", "H", "H", "H", "H", "H", "H", "H", "H", "H", "H", "Cl", "C", "C", "C", "Cl", "C", "O", "C", "Cl", "C", "H", "H", "C", "C", "C", "C", "C", "C", "P", "C", "C", "C", "C", "C", "C", "C", "C", "C", "C", "C", "C", "H", "H", "H", "H", "H", "H", "H", "H", "H", "H", "H", "H", "H", "H", "H", "S", "P", "S", "C", "C", "C", "C", "C", "C", "C", "C", "C", "C", "C", "C", "H", "H", "H", "H", "H", "H", "H", "H", "H", "H"], "xyz": [[0.06311, 0.64754, -0.48265], [-0.61110, 2.86287, -3.19814], [-0.89808, 2.52584, -1.85277], [-2.20990, 2.64564, -1.44644], [-3.16533, 3.37517, -2.13435], [-4.47225, 3.44050, -1.67086], [-4.83133, 2.77532, -0.51214], [-3.88366, 2.06655, 0.19435], [-2.55993, 1.98568, -0.25123], [-1.61131, 1.25424, 0.44553], [-2.02087, 0.84010, 1.59895], [-1.31731, 0.09955, 2.43180], [0.10522, -0.07845, 2.30324], [0.70518, 0.38468, 1.26770], [0.81354, -0.68063, 3.37594], [0.15567, -1.22138, 4.43577], [-1.26329, -1.17215, 4.53932], [-1.94979, -1.80806, 5.58541], [-3.32197, -1.78045, 5.64935], [-4.05214, -1.08712, 4.68435], [-3.40179, -0.43751, 3.66095], [-2.00674, -0.48037, 3.55694], [-1.34394, 2.41189, -3.87223], [0.37182, 2.44958, -3.41499], [-0.58001, 3.94854, -3.34183], [-2.90618, 3.88899, -3.04618], [-5.20208, 4.01421, -2.22186], [-5.84964, 2.80656, -0.15764], [-4.13795, 1.54585, 1.10244], [1.88716, -0.74509, 3.27817], [0.70587, -1.72785, 5.21714], [-1.37706, -2.32701, 6.34173], [-3.84036, -2.30259, 6.43918], [-5.13173, -1.06514, 4.73902], [-3.95514, 0.09923, 2.90618], [-0.15288, -2.50013, -7.22821], [0.11124, -1.66735, -5.74158], [-0.97101, -1.29989, -4.95695], [-0.74451, -0.63941, -3.76927], [-2.06571, -0.08387, -2.80901], [0.55516, -0.35616, -3.28918], [0.76129, 0.25852, -2.17510], [1.61560, -0.72978, -4.14671], [3.21871, -0.34652, -3.63179], [1.40680, -1.35576, -5.35751], [-1.97985, -1.51319, -5.26496], [2.24022, -1.59471, -5.99884], [2.21506, 5.60634, -3.47839], [2.67419, 4.34218, -3.81202], [2.62147, 3.31749, -2.88524], [2.13101, 3.55318, -1.60197], [1.66765, 4.82382, -1.27604], [1.71035, 5.84336, -2.21054], [1.94501, 2.17392, -0.42711], [2.15999, 3.02584, 1.16848], [3.41499, 3.21721, 1.73369], [3.54235, 3.93210, 2.91102], [2.42080, 4.45669, 3.53058], [1.16465, 4.24928, 2.98291], [1.03143, 3.53269, 1.80753], [3.49018, 1.23845, -0.61088], [4.66655, 1.83210, -1.06507], [5.81517, 1.07534, -1.19711], [5.80790, -0.26671, -0.85144], [4.64682, -0.85676, -0.38197], [3.48751, -0.11035, -0.26867], [2.24011, 6.40189, -4.20942], [3.07284, 4.15295, -4.79825], [2.95400, 2.32526, -3.15953], [1.27128, 5.01712, -0.28862], [1.35162, 6.82843, -1.94497], [4.29243, 2.80655, 1.25536], [4.52163, 4.08232, 3.34155], [2.52522, 5.02485, 4.44244], [0.28913, 4.64935, 3.47153], [0.05106, 3.35955, 1.37538], [4.67844, 2.88126, -1.32631], [6.71714, 1.53918, -1.56842], [6.71191, -0.84739, -0.95114], [4.63462, -1.89921, -0.10273], [2.57916, -0.58604, 0.08166], [1.66592, -3.05627, 1.09035], [-0.22091, -3.16049, 0.56641], [-1.04381, -1.59155, -0.42215], [-0.54403, -4.58505, -0.54978], [-0.42223, -5.85398, 0.00086], [-0.68807, -6.96780, -0.77062], [-1.07105, -6.81776, -2.09419], [-1.16487, -5.55260, -2.65019], [-0.90350, -4.43290, -1.87945], [-1.36800, -3.59299, 1.93273], [-0.90697, -4.28936, 3.03998], [-1.81022, -4.77416, 3.96993], [-3.16551, -4.53544, 3.80813], [-3.62286, -3.81993, 2.71280], [-2.72529, -3.35949, 1.76898], [-0.13705, -5.95785, 1.03873], [-0.60406, -7.95132, -0.33078], [-1.30317, -7.68851, -2.68839], [-1.45259, -5.43008, -3.68441], [-1.00458, -3.44170, -2.29924], [0.15634, -4.45699, 3.15972], [-1.45684, -5.34980, 4.81471], [-3.87185, -4.92114, 4.52783], [-4.67997, -3.64090, 2.57637], [-3.06030, -2.82062, 0.89431]], "forces_ev_per_a": [[-0.735, -1.202, -0.131], [0.194, 0.011, -0.518], [-0.624, 0.010, 0.660], [0.175, -0.083, 0.467], [-0.045, 0.032, -0.121], [0.139, -0.012, -0.018], [-0.052, 0.090, -0.034], [0.294, -0.031, -0.142], [-1.218, 0.992, -0.663], [0.994, -0.754, 1.336], [-0.399, 0.565, -1.026], [1.242, -0.346, -0.001], [-1.085, 0.401, -0.280], [0.644, -0.303, 0.768], [0.370, -0.167, 0.234], [0.172, 0.284, -0.475], [-0.584, 0.170, -0.107], [-0.068, 0.092, 0.050], [0.124, 0.003, 0.163], [0.101, 0.205, -0.101], [-0.112, 0.015, 0.096], [-0.075, -0.178, 0.355], [0.010, 0.048, 0.065], [-0.188, 0.030, 0.041], [-0.027, -0.098, 0.110], [0.079, 0.035, -0.050], [-0.048, 0.020, -0.065], [-0.099, 0.021, 0.041], [-0.073, 0.004, -0.002], [0.035, -0.037, 0.011], [0.093, -0.020, 0.024], [0.036, -0.101, 0.031], [-0.017, -0.033, 0.112], [-0.051, 0.014, -0.008], [-0.085, -0.026, -0.042], [-0.079, -0.145, -0.296], [0.046, 0.243, 0.314], [0.114, -0.069, -0.140], [0.626, 0.093, 0.285], [-0.569, -0.020, -0.511], [-0.353, -0.754, -1.126], [0.640, 0.700, 0.466], [-0.369, 0.208, 0.388], [0.177, -0.066, -0.137], [-0.188, -0.087, -0.030], [-0.141, -0.055, -0.095], [0.077, -0.084, 0.009], [-0.032, 0.054, -0.055], [0.041, 0.028, -0.083], [0.044, -0.062, 0.082], [-0.238, -0.108, -0.152], [0.008, -0.097, 0.096], [-0.037, 0.150, -0.038], [0.917, 0.794, 0.335], [-0.110, -0.066, -0.049], [-0.042, -0.032, -0.082], [0.045, 0.057, 0.068], [-0.001, 0.012, 0.039], [-0.091, 0.078, 0.050], [0.046, -0.120, -0.099], [-0.109, -0.099, -0.039], [-0.153, 0.026, -0.008], [0.090, 0.076, -0.010], [0.007, -0.037, 0.004], [0.057, -0.049, 0.095], [-0.163, 0.113, 0.011], [0.039, 0.060, -0.026], [0.005, -0.032, -0.076], [0.035, -0.043, -0.016], [0.014, 0.049, 0.018], [-0.021, 0.032, 0.008], [0.034, -0.004, 0.014], [0.065, 0.011, 0.046], [-0.005, 0.033, 0.105], [-0.093, 0.026, 0.053], [-0.035, 0.013, 0.054], [0.041, 0.028, -0.022], [0.096, 0.021, -0.011], [0.087, -0.099, -0.014], [-0.042, -0.121, -0.015], [0.073, -0.096, 0.018], [0.009, -0.137, 0.122], [0.098, -0.155, -0.139], [-0.143, 0.165, -0.097], [0.128, 0.401, 0.259], [-0.025, 0.026, -0.023], [0.020, -0.118, 0.097], [-0.008, -0.019, -0.095], [-0.022, -0.091, -0.075], [-0.027, 0.062, 0.051], [0.423, 0.152, -0.278], [0.106, -0.026, 0.004], [-0.036, -0.063, 0.057], [-0.034, -0.142, -0.038], [-0.045, -0.104, -0.019], [0.025, 0.014, -0.044], [0.042, -0.087, 0.033], [-0.013, -0.090, -0.016], [0.013, -0.092, -0.087], [-0.030, -0.024, -0.087], [0.035, 0.032, -0.022], [0.051, 0.006, -0.029], [0.011, 0.019, 0.079], [-0.063, -0.017, 0.116], [-0.074, 0.026, 0.051], [-0.109, 0.053, -0.023]]}

{"formula": "C2H5OSn", "method": "ωB97M-V/def2-TZVPD", "charge": 1, "e_homo_ev": -16.13, "e_lumo_ev": -6.23, "max_force_ev_per_a": 5.62, "symbols": ["Sn", "C", "C", "O", "H", "H", "H", "H", "H"], "xyz": [[0.92949, -1.52540, 1.90240], [0.17553, 0.17538, -1.05068], [-0.32136, 0.40923, 0.41718], [-0.48662, -1.03230, 0.95987], [0.95866, -0.39248, -0.78914], [0.27641, 1.02935, -1.81322], [-0.67226, -0.43430, -1.44027], [-1.25491, 0.83901, 0.68481], [0.39507, 0.93151, 1.12904]], "forces_ev_per_a": [[3.972, -1.824, 2.947], [-4.969, 2.621, -0.121], [0.955, -0.506, 0.635], [-3.533, 2.606, -2.972], [3.449, -2.021, -0.641], [0.345, -1.055, 1.789], [0.946, 0.028, -0.050], [-0.919, 0.468, -0.558], [-0.246, -0.316, -1.029]]}